Arrangement 1

Formula: H12O6
Source: the Open Molecules 2025 dataset
Level of theory: the ωB97M-V functional and the def2-TZVPD basis

Geometry as ORCA input:
```
! RIJCOSX wB97M-V def2-TZVPD def2/J DEFGRID3
* xyz 1 2
O -2.67 -0.73 -0.07
H -2.75 -0.12 0.66
H -2.87 -1.59 0.31
O 0.56 -0.44 -0.06
H -0.37 -0.65 -0.18
H 0.72 0.27 -0.68
O 2.23 -2.38 1.15
H 1.90 -1.57 0.78
H 3.16 -2.22 1.31
O -1.15 2.93 -1.72
H -1.51 3.18 -0.87
H -0.21 2.78 -1.55
O 1.74 2.97 -1.17
H 2.62 2.80 -1.49
H 1.83 3.71 -0.58
O -1.39 -3.15 1.22
H -0.48 -3.14 0.92
H -1.37 -2.65 2.04
*
```

As for the molar mass: 108.09 g/mol. For the HOMO energy (alpha / beta), the calculation gives -0.5788 / -0.5208 Eh.



Arrangement 2

Formula: H12O6
Source: the Open Molecules 2025 dataset
Level of theory: the ωB97M-V functional and the def2-TZVPD basis

Geometry as ORCA input:
```
! RIJCOSX wB97M-V def2-TZVPD def2/J DEFGRID3
* xyz 1 2
O 4.13 -0.02 -1.08
H 3.21 -0.28 -1.06
H 4.30 0.16 -2.01
O 0.32 2.14 1.13
H 0.32 1.20 0.93
H 1.20 2.43 0.88
O -2.73 -1.83 -1.51
H -3.60 -2.06 -1.17
H -2.19 -2.60 -1.35
O -0.97 2.16 -1.32
H -0.43 2.52 -0.61
H -1.80 1.93 -0.89
O -0.17 -1.66 2.76
H -0.52 -1.04 3.39
H -0.27 -1.22 1.91
O -0.31 -0.39 0.32
H -1.00 -0.70 -0.27
H 0.50 -0.74 -0.05
*
```

As for the molar mass: 108.09 g/mol. For the HOMO energy (alpha / beta), the calculation gives -0.5371 / -0.5327 Eh.



Of them, arrangement 1 has the highest stability.



Arrangement 1

Formula: C8H10NO
Source: the Open Molecules 2025 dataset
Level of theory: the ωB97M-V functional and the def2-TZVPD basis

Geometry as ORCA input:
```
! RIJCOSX wB97M-V def2-TZVPD def2/J DEFGRID3
* xyz 1 1
C 2.02 0.99 -0.08
C 2.33 0.27 -1.14
C -1.86 -1.83 -0.73
C -0.19 -0.23 -0.02
C 0.23 -1.08 -1.02
C 0.64 0.87 0.56
C 1.56 -0.87 -1.68
C -2.28 0.11 1.28
N -1.48 -0.47 0.23
O -0.76 -1.93 -1.37
H 2.72 1.84 0.31
H 3.37 0.49 -1.47
H -2.92 -1.87 -0.94
H 0.64 0.53 1.63
H 0.22 1.79 0.39
H 1.28 -0.95 -2.71
H 2.02 -1.82 -1.71
H -2.74 1.12 0.99
H -3.21 -0.35 1.37
H -1.72 -0.03 2.23
*
```

As for the SMILES: C[n+]1coc2c1CC=CC2. As for the molar mass: 136.17 g/mol. For the HOMO energy (alpha / beta), the calculation gives -0.4828 / -0.4828 Eh.



Arrangement 2

Formula: C8H10NO
Source: the Open Molecules 2025 dataset
Level of theory: the ωB97M-V functional and the def2-TZVPD basis

Geometry as ORCA input:
```
! RIJCOSX wB97M-V def2-TZVPD def2/J DEFGRID3
* xyz 1 1
C 2.27 -2.18 1.64
C 1.89 -2.25 0.50
C 0.58 1.51 -1.29
C -0.57 2.18 -1.67
C 0.29 1.02 -0.10
C -0.99 1.25 0.24
C -1.88 1.01 1.39
C 1.28 -2.03 -0.73
N -0.08 -2.04 -0.49
O -1.52 1.88 -0.82
H 2.72 -1.65 2.42
H 1.51 1.58 -1.76
H -0.76 2.80 -2.50
H -2.87 1.40 1.21
H -1.73 -0.03 1.61
H -1.57 1.42 2.32
H 1.47 -1.75 -1.70
H 1.13 -0.05 0.57
H -0.59 -2.25 0.43
H -0.59 -1.81 -1.28
*
```

As for the molar mass: 136.17 g/mol. For the HOMO energy, the calculation gives -0.4251 Eh.



Of them, arrangement 1 has the highest stability.